# C4H4O2

C4H4O2 in the gas phase at a distorted geometry (ωB97M-V/def2-TZVPD, OMol25).

SMILES: O=C/C=C\C=O
molecular weight: 84.1 g mol⁻¹
energy relative to the best compared isomer or geometry (same formula, charge and spin): 223.3 kJ/mol
E_LUMO: -0.1 eV

Geometry as ORCA input:
```
! wB97M-V def2-TZVPD RIJCOSX def2/J DEFGRID3
* xyz 0 1
O 0.198 -2.296 -0.002
C 0.627 -1.176 0.108
C 0.711 -0.025 -0.852
C 0.080 1.003 -0.287
O -1.977 0.429 0.035
C -0.955 0.535 0.674
H 1.226 -0.075 -1.805
H 1.074 -0.786 1.050
H -0.016 2.047 -0.566
H -0.907 0.385 1.769
*
```

# C2H3ClO2S

C2H3ClO2S in the gas phase at a distorted geometry (ωB97M-V/def2-TZVPD, OMol25).

molecular weight: 126.6 g mol⁻¹
energy relative to the best compared isomer or geometry (same formula, charge and spin): 271.1 kJ/mol
E_LUMO: -0.8 eV

Geometry as ORCA input:
```
! wB97M-V def2-TZVPD RIJCOSX def2/J DEFGRID3
* xyz 0 1
C 0.231 -0.611 -0.109
C 0.329 -1.520 0.973
O -1.275 2.028 -0.191
O 0.268 -2.714 0.743
S 0.236 1.028 0.108
Cl 1.179 1.436 -1.650
H 0.318 -1.017 2.071
H -0.004 -1.310 -0.968
H -1.281 2.679 -0.977
*
```

# C5H12O

C5H12O in the gas phase (ωB97M-V/def2-TZVPD, OMol25).

SMILES: COC(C)(C)C
molecular weight: 88.1 g mol⁻¹
energy relative to the best compared isomer or geometry (same formula, charge and spin): 43.8 kJ/mol
E_LUMO: 1.0 eV

Geometry as ORCA input:
```
! wB97M-V def2-TZVPD RIJCOSX def2/J DEFGRID3
* xyz 0 1
C 2.073 -0.262 -0.294
O 1.114 0.373 0.512
C -0.260 0.146 0.182
C -0.647 1.003 -1.029
C -0.543 -1.337 -0.079
C -1.023 0.604 1.423
H 3.028 0.233 -0.102
H 1.853 -0.177 -1.369
H 2.180 -1.329 -0.047
H -0.046 0.752 -1.910
H -1.700 0.854 -1.294
H -0.493 2.063 -0.804
H -0.080 -1.690 -1.007
H -0.165 -1.947 0.749
H -1.622 -1.503 -0.164
H -0.758 -0.025 2.279
H -0.761 1.638 1.667
H -2.105 0.544 1.263
*
```

# C16H20Cl2N2O4S

A 2-piece molecular cluster, C16H20Cl2N2O4S overall at a distorted geometry (ωB97M-V/def2-TZVPD, OMol25).

SMILES: CCSCC1=C([C@@H](Cl)[C@@H](C)Cl)C(=O)C(N=C=O)=CC1=O.CN(C)C=O
molecular weight: 407.3 g mol⁻¹
energy relative to the best compared isomer or geometry (same formula, charge and spin): 119.0 kJ/mol
E_LUMO: -1.5 eV

Geometry as ORCA input:
```
! wB97M-V def2-TZVPD RIJCOSX def2/J DEFGRID3
* xyz 0 1
C -0.375 2.412 -0.378
C -1.223 1.137 -0.503
S -0.357 -0.285 -1.197
C 0.586 -0.998 0.199
C 1.629 -0.073 0.754
C 1.808 0.199 2.059
C 0.913 -0.476 3.085
Cl 1.298 -2.254 3.046
C 0.991 0.041 4.559
C -0.282 -0.407 5.279
Cl 2.330 -0.745 5.470
C 2.901 1.145 2.433
O 3.376 1.216 3.539
C 3.477 2.050 1.372
N 4.228 3.142 1.871
C 4.283 4.153 1.182
O 4.474 5.050 0.477
C 3.309 1.752 0.089
C 2.541 0.543 -0.276
O 2.684 0.053 -1.371
H 0.088 2.504 0.606
H 0.371 2.502 -1.165
H -1.043 3.272 -0.479
H -1.683 0.911 0.461
H -2.034 1.346 -1.201
H 1.059 -1.895 -0.202
H -0.147 -1.318 0.930
H -0.126 -0.439 2.776
H 1.107 1.119 4.598
H -0.281 -1.489 5.396
H -0.264 -0.005 6.292
H -1.184 -0.064 4.771
H 3.732 2.322 -0.729
C -2.747 -1.096 -3.572
O -2.457 0.025 -3.947
N -3.142 -2.100 -4.378
C -3.472 -3.413 -3.866
C -3.236 -1.849 -5.807
H -2.709 -1.383 -2.509
H -2.816 -4.165 -4.309
H -4.508 -3.661 -4.109
H -3.350 -3.434 -2.785
H -2.264 -1.545 -6.196
H -3.945 -1.044 -5.998
H -3.565 -2.752 -6.315
*
```

# C40H52BCsN5O2PSi

C40H52BCsN5O2PSi as an isolated structure at a distorted geometry (ωB97M-V/def2-TZVPD, OMol25).

molecular weight: 837.7 g mol⁻¹
energy relative to the best compared isomer or geometry (same formula, charge and spin): 80.3 kJ/mol
E_LUMO: 3.6 eV

Geometry as ORCA input:
```
! wB97M-V def2-TZVPD RIJCOSX def2/J DEFGRID3
* xyz -2 1
Cs -0.064 0.588 0.202
B -2.476 0.822 2.587
N -1.552 -0.032 3.511
C -1.688 -0.229 4.833
C -0.651 -1.033 5.266
C 0.088 -1.273 4.098
N -0.458 -0.669 3.048
N -3.423 -0.090 1.755
C -4.741 -0.284 1.928
C -5.189 -1.135 0.935
C -4.036 -1.402 0.180
N -2.979 -0.770 0.679
H -3.161 1.523 3.302
H -1.783 1.444 1.823
H -2.506 0.223 5.370
H -0.452 -1.377 6.268
H 0.994 -1.849 3.978
H -5.264 0.202 2.736
H -6.193 -1.491 0.772
H -3.928 -2.007 -0.708
C 3.444 -0.634 1.300
O 2.889 -1.103 0.090
C 2.823 -2.508 -0.018
C 1.695 -3.133 0.774
O 0.491 -2.923 0.084
C -0.633 -3.393 0.801
H 4.434 -1.079 1.470
H 2.804 -0.851 2.163
H 3.541 0.447 1.209
H 3.781 -2.950 0.291
H 2.657 -2.723 -1.075
H 1.637 -2.702 1.784
H 1.887 -4.213 0.888
H -0.567 -4.480 0.953
H -1.516 -3.162 0.211
H -0.723 -2.891 1.768
C -2.305 4.594 2.097
C -1.289 5.696 1.952
C -1.425 6.862 2.707
C -0.507 7.896 2.610
C 0.576 7.774 1.751
C 0.724 6.618 1.001
C -0.197 5.577 1.082
P 0.058 4.033 0.080
C -0.602 4.581 -1.559
C -1.395 5.726 -1.668
C -2.017 6.073 -2.859
C -1.852 5.272 -3.978
C -1.069 4.131 -3.885
C -0.443 3.765 -2.695
C 0.407 2.523 -2.699
C 1.846 3.993 -0.133
C 2.489 4.497 -1.262
C 3.848 4.350 -1.479
C 4.584 3.633 -0.514
C 3.999 3.153 0.625
C 2.602 3.360 0.933
C 2.060 2.975 2.145
H -3.146 4.922 2.710
H -1.869 3.709 2.562
H -2.690 4.264 1.131
H -2.269 6.951 3.383
H -0.634 8.790 3.210
H 1.307 8.570 1.673
H 1.583 6.501 0.350
H -1.531 6.363 -0.803
H -2.629 6.967 -2.906
H -2.332 5.528 -4.915
H -0.936 3.492 -4.751
H 0.019 1.776 -3.391
H 0.464 2.077 -1.709
H 1.434 2.750 -2.989
H 1.893 4.998 -2.019
H 4.312 4.712 -2.387
H 5.643 3.454 -0.676
H 4.604 2.631 1.361
H 1.050 3.240 2.435
H 2.669 2.478 2.891
C -2.413 0.108 -3.371
Si -1.273 -1.266 -3.995
C -1.880 -2.835 -3.141
C -1.732 -1.501 -5.830
N 0.317 -1.003 -3.581
C 1.389 -0.444 -4.160
C 1.500 -0.103 -5.543
C 2.624 0.515 -6.066
C 3.722 0.829 -5.270
C 3.655 0.492 -3.916
C 2.544 -0.130 -3.383
H -3.475 -0.146 -3.447
H -2.247 1.057 -3.889
H -2.183 0.252 -2.312
H -2.921 -3.064 -3.394
H -1.803 -2.719 -2.056
H -1.255 -3.688 -3.421
H -2.783 -1.797 -5.926
H -1.114 -2.281 -6.288
H -1.589 -0.583 -6.407
H 0.665 -0.331 -6.195
H 2.643 0.763 -7.125
H 4.589 1.331 -5.681
H 4.482 0.740 -3.258
H 2.509 -0.361 -2.324
*
```

# C6H9N

C6H9N in the gas phase (ωB97M-V/def2-TZVPD, OMol25).

SMILES: C1[C@H]2N1CC21CC1
molecular weight: 95.1 g mol⁻¹
energy relative to the best compared isomer or geometry (same formula, charge and spin): 316.6 kJ/mol
E_LUMO: 1.1 eV

Geometry as ORCA input:
```
! wB97M-V def2-TZVPD RIJCOSX def2/J DEFGRID3
* xyz 0 1
C -1.048 -0.614 1.551
C -0.345 -1.084 0.357
N -1.748 -0.574 0.256
C -1.230 0.513 -0.640
C 0.218 0.110 -0.375
C 1.338 0.979 0.106
C 1.505 0.129 -1.127
H -0.687 0.289 2.043
H -1.467 -1.369 2.212
H -0.137 -2.120 0.105
H -1.557 1.537 -0.420
H -1.561 0.241 -1.646
H 1.860 0.716 1.023
H 1.225 2.050 -0.056
H 1.602 0.609 -2.096
H 2.105 -0.771 -1.011
*
```

# C2H8NSe

A 3-piece molecular cluster, C2H8NSe overall at a distorted geometry (ωB97M-V/def2-TZVPD, OMol25).

molecular weight: 125.1 g mol⁻¹
energy relative to the best compared isomer or geometry (same formula, charge and spin): 128.2 kJ/mol
E_LUMO: -4.7 eV

Geometry as ORCA input:
```
! wB97M-V def2-TZVPD RIJCOSX def2/J DEFGRID3
* xyz 1 1
C -0.379 -1.292 -0.451
C 0.207 0.004 -0.510
N -0.431 1.006 -1.023
Se 1.944 0.027 0.251
H -0.617 -1.230 0.672
H 0.270 -2.147 -0.776
H -1.411 -1.462 -0.823
H 0.048 0.256 2.333
H -1.215 1.087 -1.632
H -0.042 1.896 -0.802
H -0.358 0.361 3.081
H 1.985 1.495 -0.321
*
```

# C6H29O8

A 8-piece molecular cluster, C6H29O8 overall (ωB97M-V/def2-TZVPD, OMol25).

molecular weight: 229.3 g mol⁻¹
energy relative to the best compared isomer or geometry (same formula, charge and spin): 32.9 kJ/mol
E_LUMO: -3.0 eV

Geometry as ORCA input:
```
! wB97M-V def2-TZVPD RIJCOSX def2/J DEFGRID3
* xyz 1 1
O 0.945 0.076 -1.118
H 1.768 -0.069 -1.650
H 0.330 0.673 -1.637
H 0.492 -0.797 -0.950
O -0.537 1.681 -2.568
H -0.609 2.603 -2.833
H -1.242 1.212 -3.029
O -0.962 3.901 -0.488
H -1.211 2.972 -0.568
H -1.408 4.353 -1.209
O 2.783 0.855 -2.902
H 2.344 1.395 -3.567
H 3.717 1.069 -2.984
O -0.715 -2.006 -1.408
H -1.668 -2.113 -1.475
H -0.351 -2.872 -1.619
O 2.851 -1.970 -1.674
H 3.758 -1.647 -1.666
H 2.882 -2.781 -2.194
C -3.986 1.933 0.213
C -2.853 1.187 0.869
C -3.365 0.068 1.770
O -1.981 0.625 -0.152
H -4.708 2.307 0.938
H -4.522 1.274 -0.476
H -3.609 2.780 -0.364
H -2.199 1.840 1.444
H -3.902 -0.659 1.149
H -4.054 0.456 2.517
H -2.547 -0.444 2.274
H -2.410 -0.191 -0.428
C 3.198 -0.674 1.820
C 2.313 -1.885 2.015
C 1.364 -1.722 3.173
O 1.477 -2.080 0.844
H 2.596 0.182 1.510
H 3.964 -0.846 1.057
H 3.724 -0.400 2.738
H 2.916 -2.786 2.150
H 0.834 -2.664 3.314
H 0.666 -0.913 2.976
H 1.920 -1.533 4.092
H 1.995 -2.391 0.096
*
```

# C3H2O2S2

C3H2O2S2 in the gas phase at a distorted geometry (ωB97M-V/def2-TZVPD, OMol25).

molecular weight: 134.2 g mol⁻¹
energy relative to the best compared isomer or geometry (same formula, charge and spin): 211.0 kJ/mol
E_LUMO: -0.9 eV

Geometry as ORCA input:
```
! wB97M-V def2-TZVPD RIJCOSX def2/J DEFGRID3
* xyz 0 1
C 0.936 -1.030 -0.018
C 0.918 0.336 -0.071
C -0.264 1.198 -0.229
O -0.533 2.317 -0.309
O -2.323 -0.042 1.006
S -0.437 -2.027 -0.286
S -1.801 -0.258 -0.355
H 1.814 -1.499 0.173
H 1.689 1.005 0.089
*
```

# C24H28F12N10O24S12

A 8-piece molecular cluster, C24H28F12N10O24S12 overall at a distorted geometry (ωB97M-V/def2-TZVPD, OMol25).

molecular weight: 1453.3 g mol⁻¹
E_LUMO: -0.6 eV

Geometry as ORCA input:
```
! wB97M-V def2-TZVPD RIJCOSX def2/J DEFGRID3
* xyz -2 1
C 7.253 -1.924 2.597
N 5.877 -1.942 2.035
C 5.289 -0.823 1.494
C 3.944 -0.841 1.158
C 3.194 -1.989 1.286
C 3.811 -3.098 1.862
C 5.182 -3.074 2.197
C 1.716 -1.971 1.045
C 1.029 -3.056 0.553
C -0.328 -3.149 0.414
N -1.068 -2.016 0.674
C -0.451 -0.853 1.064
C 0.939 -0.865 1.365
C -2.531 -2.028 0.624
H 7.478 -2.963 2.838
H 7.266 -1.337 3.516
H 7.946 -1.645 1.803
H 5.897 0.044 1.278
H 3.517 -0.036 0.577
H 3.257 -3.990 2.116
H 5.541 -3.858 2.846
H 1.671 -3.829 0.157
H -0.727 -3.984 -0.143
H -1.112 -0.069 1.403
H 1.247 0.059 1.832
H -2.908 -2.028 1.647
H -2.811 -2.970 0.152
H -2.759 -1.158 0.009
C -2.342 2.844 2.516
N -3.357 2.043 1.821
C -4.480 1.622 2.449
C -5.472 0.932 1.721
C -5.254 0.660 0.363
C -4.061 1.076 -0.270
C -3.116 1.766 0.479
C -6.293 0.004 -0.420
C -6.967 0.784 -1.388
C -7.848 0.097 -2.243
N -8.323 -1.081 -1.844
C -7.756 -1.784 -0.889
C -6.679 -1.318 -0.187
C -9.317 -1.802 -2.671
H -1.566 2.143 2.823
H -2.693 3.218 3.478
H -2.044 3.609 1.799
H -4.562 2.024 3.448
H -6.402 0.732 2.234
H -3.949 0.914 -1.332
H -2.203 2.129 0.031
H -6.543 1.735 -1.677
H -8.348 0.578 -3.070
H -8.090 -2.795 -0.709
H -6.247 -1.834 0.657
H -10.051 -1.034 -2.920
H -9.780 -2.692 -2.247
H -8.882 -1.857 -3.669
N 5.861 1.262 -4.442
S 5.889 -0.161 -4.926
O 4.642 -0.599 -5.516
O 6.806 -1.024 -4.230
F 6.717 0.058 -6.302
S 5.425 0.884 -2.790
O 6.401 1.474 -1.891
O 4.831 -0.401 -2.443
F 4.227 1.932 -2.695
N 7.414 1.552 2.634
S 6.389 2.433 3.077
O 6.713 3.700 3.748
O 5.138 1.799 3.525
F 5.858 2.842 1.635
S 8.097 1.332 4.251
O 7.196 0.861 5.307
O 9.029 2.397 4.614
F 8.975 0.057 4.018
N -2.269 1.395 5.195
S -2.305 -0.056 4.849
O -1.798 -1.072 5.803
O -2.378 -0.350 3.462
F -3.853 -0.172 5.146
S -0.565 1.380 5.284
O 0.198 0.875 4.130
O -0.064 1.142 6.632
F -0.328 3.020 5.195
N -0.240 1.604 -6.482
S 0.451 0.658 -7.414
O 0.108 -0.739 -7.337
O 1.796 0.977 -7.857
F -0.421 1.129 -8.684
S 0.887 1.403 -5.216
O 1.973 2.428 -5.229
O 1.130 0.044 -4.729
F -0.101 1.987 -4.070
N -2.276 -2.861 -2.320
S -1.464 -1.751 -2.972
O -1.507 -0.405 -2.409
O -1.308 -1.878 -4.375
F -0.081 -2.320 -2.393
S -3.747 -2.356 -2.949
O -4.284 -3.166 -4.047
O -4.165 -0.972 -2.834
F -4.624 -3.005 -1.736
N 0.344 2.381 0.754
S 0.770 2.578 -0.719
O 1.682 1.659 -1.293
O 0.774 3.912 -1.305
F -0.543 1.787 -1.313
S 1.766 3.083 1.387
O 2.261 4.431 1.025
O 2.769 2.074 1.794
F 1.072 3.440 2.777
*
```

# C2H8N2S2

A 2-piece molecular cluster, C2H8N2S2 overall at a distorted geometry (ωB97M-V/def2-TZVPD, OMol25).

SMILES: [H]/N=C/N.CSS
molecular weight: 124.2 g mol⁻¹
energy relative to the best compared isomer or geometry (same formula, charge and spin): 48.1 kJ/mol
E_LUMO: 0.5 eV

Geometry as ORCA input:
```
! wB97M-V def2-TZVPD RIJCOSX def2/J DEFGRID3
* xyz 0 1
C -0.442 -1.191 1.541
S 1.282 -0.553 1.737
S 1.831 0.012 -0.155
H -0.904 -0.907 2.485
H -0.875 -0.627 0.723
H -0.431 -2.264 1.457
H 1.906 -1.184 -0.762
N -2.944 0.351 -1.182
C -1.670 0.523 -1.694
N -1.042 1.610 -1.840
H -3.579 -0.226 -1.694
H -3.305 1.227 -0.811
H -1.099 -0.406 -1.813
H -0.133 1.407 -2.192
*
```

# C4H10NOS

An isolated ion of composition C4H10NOS and charge -1 at a distorted geometry (ωB97M-V/def2-TZVPD, OMol25).

SMILES: C[C@@H](CS)NC[O-]
molecular weight: 120.2 g mol⁻¹
energy relative to the best compared isomer or geometry (same formula, charge and spin): 298.9 kJ/mol
E_LUMO: 3.3 eV

Geometry as ORCA input:
```
! wB97M-V def2-TZVPD RIJCOSX def2/J DEFGRID3
* xyz -1 1
C 1.342 0.554 1.575
C 0.276 0.455 0.512
C 0.117 -1.028 0.011
S 1.627 -1.403 -1.105
N -0.907 1.327 0.779
C -2.045 1.303 -0.216
O -2.477 0.180 -0.740
H 1.983 -0.327 1.596
H 0.807 0.350 2.538
H 1.737 1.548 1.767
H 0.660 0.976 -0.394
H -0.672 -0.985 -0.753
H 0.131 -1.827 0.750
H 2.550 -1.631 -0.126
H -1.188 0.879 1.663
H -1.709 2.132 -0.924
H -2.847 1.856 0.363
*
```